Entry from OMol25: a single C10H7FN2O molecule (ωB97M-V/def2-TZVPD).

Geometry as XYZ:
```
21
C10H7FN2O, DFT ωB97M-V/def2-TZVPD
C 2.5825 -0.4532 -0.4879
C -1.7263 -2.2720 -0.0303
C -2.3133 -1.0173 -0.2714
C -0.3904 -2.3196 0.1967
C -1.4898 0.1874 -0.3288
C 0.4625 -1.2231 0.1225
C -0.1386 0.0923 -0.1354
C 1.9933 1.6096 0.0868
C 1.8823 -1.3342 0.2140
C -0.1600 2.5171 0.1223
N 2.6456 0.7379 -0.7754
N 0.6071 1.3417 0.1416
O 2.4124 2.5699 0.6531
F 2.3220 -2.5537 0.6780
H -2.2499 -3.1944 0.2066
H -3.3244 -0.7793 -0.3869
H 0.0356 -3.3676 0.2090
H -2.1740 0.9896 -0.3834
H -0.4587 2.5376 -0.9100
H -1.0049 2.5680 0.8553
H 0.4870 3.3635 0.2237
```

Summary:
E_tot: -669.76289 hartree
Kohn-Sham gap: 7.519 eV
energy relative to the best compared isomer or geometry (same formula, charge and spin): 1.371 eV

Atom charges from the Löwdin analysis, given in e for atoms 1 to 6: 0.049, -0.087, -0.021, -0.049, -0.019, -0.096



Entry from OMol25: a molecular structure, C10H7N3O4S7Ti (ωB97M-V/def2-TZVPD).

Geometry as XYZ:
```
32
C10H7N3O4S7Ti, DFT ωB97M-V/def2-TZVPD
Ti -1.1957 1.3035 0.6039
O 0.5088 0.6728 1.0698
C 1.3465 -0.3061 0.8816
C 2.4260 -0.4850 1.7616
C 3.3220 -1.5119 1.5584
C 3.1705 -2.3919 0.4846
C 2.1094 -2.2179 -0.3838
C 1.1922 -1.1802 -0.2106
C 0.0678 -1.0038 -1.1198
N -0.9893 -0.2279 -0.9539
C -1.8358 -0.4625 -2.0120
C -1.2763 -1.3753 -2.8390
N -0.0790 -1.7289 -2.2544
H 2.5163 0.2117 2.5840
H 4.1549 -1.6320 2.2418
H 3.8695 -3.2043 0.3330
H 1.9904 -2.9184 -1.2033
H -2.7562 0.0848 -2.1126
H -1.6046 -1.7861 -3.7756
H 0.6512 -2.2587 -2.6880
S -0.5277 3.5589 1.3656
S 0.4384 3.3379 3.1900
S -1.0110 2.6141 4.4397
S -1.5528 0.8938 3.4537
S -0.8305 2.9277 -4.1838
C -0.3025 2.4215 -2.6482
S -1.5312 2.6804 -1.3880
S 1.1854 1.7317 -2.2819
O -2.5349 -0.3471 1.2894
N -3.3666 0.5568 1.6528
O -4.4192 0.3511 2.1715
O -3.1361 1.6912 0.9736
```

Summary:
E_tot: -4487.40646 hartree
Kohn-Sham gap: 5.652 eV
energy relative to the best compared isomer or geometry (same formula, charge and spin): 1.904 eV
total charge: -2

Atom charges from the Löwdin analysis, given in e for atoms 1 to 6: 0.589, -0.272, -0.315, 0.011, -0.103, -0.122